[1]
The following is a quantum chemistry calculation of a cluster of 5 separate species, C37H57BrN6O7 in total, from the Open Molecules 2025 dataset.

Properties
SMILES   Cc1cccc(CC2=C(N)C(=O)c3c(C[C@@H](C)Br)c(CN)cc(CCCO)c3C2=O)c1.CN(C)C=O.CN(C)C=O.CN(C)C=O.CN(C)C=O
Net charge   0
DFT total energy   -132609.72914 eV
LUMO   -0.01897 hartree
E_HOMO   -8.5 eV

Element x y z (Å)
C: -6.139 0.809 6.039
C: -4.788 0.149 6.124
C: -4.633 -1.134 6.645
C: -3.376 -1.733 6.684
C: -2.258 -1.058 6.210
C: -2.399 0.225 5.686
C: -1.198 0.962 5.135
C: -0.789 0.597 3.727
C: 0.464 0.814 3.294
N: 1.472 1.350 4.093
C: 0.852 0.447 1.901
O: 1.981 0.080 1.671
C: -0.218 0.601 0.862
C: 0.078 0.957 -0.474
C: 1.503 1.129 -0.947
C: 2.231 -0.185 -1.248
C: 1.731 -0.882 -2.503
Br: 4.125 0.276 -1.517
C: -1.014 1.181 -1.323
C: -0.900 1.614 -2.775
N: -0.997 0.475 -3.700
C: -2.319 1.018 -0.840
C: -2.623 0.614 0.452
C: -4.043 0.472 0.963
C: -5.181 0.559 -0.061
C: -6.076 1.805 0.078
O: -5.420 2.948 0.603
C: -1.531 0.411 1.311
C: -1.718 -0.015 2.743
O: -2.550 -0.836 3.045
C: -3.659 0.820 5.651
H: -6.757 0.602 6.911
H: -6.044 1.882 5.883
H: -6.678 0.417 5.172
H: -5.489 -1.679 7.022
H: -3.263 -2.737 7.074
H: -1.282 -1.525 6.221
H: -1.417 2.033 5.145
H: -0.345 0.783 5.793
H: 2.360 1.389 3.612
H: 1.226 2.237 4.506
H: 2.076 1.693 -0.213
H: 1.535 1.711 -1.867
H: 2.160 -0.873 -0.416
H: 0.651 -1.015 -2.418
H: 2.149 -1.885 -2.579
H: 1.993 -0.334 -3.407
H: -1.754 2.266 -2.965
H: -0.012 2.221 -2.938
H: -0.140 0.310 -4.206
H: -1.745 0.620 -4.360
H: -3.118 1.233 -1.538
H: -4.167 1.232 1.739
H: -4.126 -0.480 1.476
H: -5.820 -0.311 0.093
H: -4.846 0.495 -1.094
H: -6.943 1.587 0.696
H: -6.461 2.053 -0.918
H: -4.718 3.201 -0.005
H: -3.753 1.815 5.227
C: 8.542 1.513 -5.333
O: 9.293 0.560 -5.383
N: 7.506 1.627 -4.479
C: 6.641 2.787 -4.464
C: 7.251 0.544 -3.544
H: 8.650 2.386 -6.000
H: 6.672 3.276 -3.488
H: 5.609 2.499 -4.675
H: 6.967 3.498 -5.221
H: 8.117 0.388 -2.900
H: 7.056 -0.384 -4.082
H: 6.385 0.800 -2.940
C: 3.263 -5.144 -1.901
O: 3.161 -6.262 -2.379
N: 4.128 -4.824 -0.919
C: 4.213 -3.475 -0.399
C: 4.992 -5.857 -0.379
H: 2.658 -4.297 -2.248
H: 5.216 -3.072 -0.549
H: 3.984 -3.459 0.669
H: 3.504 -2.837 -0.920
H: 5.621 -6.276 -1.166
H: 4.397 -6.668 0.042
H: 5.622 -5.429 0.397
C: 2.150 -4.048 -5.527
O: 1.908 -3.849 -4.350
N: 2.006 -5.236 -6.133
C: 2.320 -5.431 -7.533
C: 1.518 -6.361 -5.345
H: 2.520 -3.255 -6.199
H: 1.435 -5.762 -8.080
H: 3.102 -6.183 -7.647
H: 2.669 -4.496 -7.966
H: 0.528 -6.136 -4.946
H: 2.181 -6.552 -4.501
H: 1.461 -7.241 -5.982
C: -3.057 5.565 4.500
O: -2.210 4.691 4.456
N: -3.996 5.760 3.559
C: -4.971 6.827 3.652
C: -4.026 4.870 2.407
H: -3.116 6.285 5.333
H: -5.983 6.419 3.669
H: -4.880 7.503 2.799
H: -4.808 7.396 4.566
H: -4.183 3.844 2.730
H: -3.068 4.921 1.884
H: -4.829 5.162 1.740



[2]
The following is a quantum chemistry calculation of a structure of composition C32H35F6FeN9O8S3, from the Open Molecules 2025 dataset.

Properties
Net charge   -1
DFT total energy   -146742.83413 eV
LUMO (alpha / beta)   0.09299 / 0.07529 hartree
E_HOMO (alpha / beta)   -5.6 / -5.5 eV
2S+1   6

Element x y z (Å)
Fe: -0.227 0.795 -0.882
C: -4.037 -2.597 -0.695
C: -2.598 -2.214 -0.526
N: -2.000 -2.101 0.590
O: -2.809 -2.369 1.674
C: -1.770 -1.906 -1.705
C: -1.693 -2.808 -2.895
N: -1.070 -0.845 -1.650
O: -0.215 -0.471 -2.570
H: -4.625 -2.152 0.105
H: -4.165 -3.681 -0.637
H: -4.411 -2.252 -1.659
H: -2.217 -2.134 2.408
H: -2.473 -3.567 -2.865
H: -0.717 -3.300 -2.902
H: -1.772 -2.227 -3.816
F: 1.291 0.560 4.262
C: 1.698 -0.534 3.617
F: 2.837 -0.248 2.982
F: 1.945 -1.488 4.516
S: 0.404 -1.059 2.417
O: 0.295 0.088 1.552
O: -0.701 -1.389 3.275
N: 1.034 -2.339 1.781
S: 1.418 -2.464 0.267
O: 0.907 -3.661 -0.321
O: 1.342 -1.233 -0.484
C: 3.235 -2.770 0.365
F: 3.691 -3.084 -0.853
F: 3.519 -3.776 1.192
F: 3.888 -1.683 0.783
O: -2.167 0.875 0.584
C: -1.683 1.913 1.017
N: -2.181 2.691 2.033
C: -1.451 3.949 2.069
C: -0.302 3.643 1.054
O: 0.593 4.434 0.817
N: -0.514 2.426 0.521
C: -2.340 5.076 1.559
C: -2.446 5.328 0.194
C: -3.344 6.276 -0.275
C: -4.146 6.981 0.611
C: -4.047 6.732 1.972
C: -3.149 5.785 2.443
C: -0.819 4.230 3.421
C: -0.795 3.264 4.417
C: -0.164 3.521 5.629
C: 0.452 4.742 5.850
C: 0.443 5.706 4.848
C: -0.185 5.452 3.641
H: -3.175 2.669 2.197
H: -1.834 4.780 -0.513
H: -3.415 6.459 -1.340
H: -4.847 7.719 0.242
H: -4.669 7.277 2.672
H: -3.064 5.602 3.507
H: -1.255 2.302 4.236
H: -0.149 2.756 6.395
H: 0.946 4.941 6.793
H: 0.935 6.658 5.007
H: -0.177 6.194 2.854
C: 1.027 1.088 -6.394
C: -0.293 1.016 -5.682
C: -1.365 0.296 -6.201
C: -2.530 0.311 -5.461
N: -2.635 0.916 -4.282
C: -1.536 1.528 -3.833
S: -1.602 2.283 -2.245
N: -0.389 1.651 -4.524
H: 0.896 1.258 -7.463
H: 1.565 0.146 -6.269
H: 1.630 1.888 -5.967
H: -1.296 -0.228 -7.145
H: -3.424 -0.191 -5.821
C: 1.641 2.953 -1.969
C: 3.058 3.508 -2.247
N: 4.088 2.511 -1.952
C: 3.983 2.165 -0.537
C: 2.580 1.605 -0.206
N: 1.745 1.565 -1.437
C: 2.410 0.747 -2.478
C: 3.823 1.318 -2.755
H: 1.042 2.899 -2.873
H: 1.117 3.563 -1.237
H: 3.251 4.390 -1.632
H: 3.160 3.804 -3.294
H: 4.185 3.066 0.045
H: 4.759 1.434 -0.301
H: 2.058 2.233 0.518
H: 2.639 0.600 0.194
H: 1.771 0.781 -3.358
H: 2.444 -0.285 -2.136
H: 3.931 1.590 -3.808
H: 4.592 0.576 -2.527



[3]
The following is a quantum chemistry calculation of the molecule C5H11N3 in a non-equilibrium geometry, from the Open Molecules 2025 dataset.

Properties
SMILES   CC(C)=C(C)/N=N/N
Net charge   0
DFT total energy   -9830.71926 eV
LUMO (alpha / beta)   0.03946 / 0.03946 hartree
E_HOMO (alpha / beta)   -7.8 / -7.8 eV

Element x y z (Å)
C: 1.981 1.087 -0.397
C: 0.763 -1.720 -0.927
C: -0.806 -1.280 0.987
C: 0.666 0.588 0.127
C: 0.129 -0.683 -0.039
N: -2.373 1.855 0.316
N: -0.241 1.515 0.514
N: -1.257 1.371 -0.276
H: -2.279 2.024 1.312
H: -3.174 1.898 -0.302
H: 2.797 0.761 0.255
H: 2.185 0.748 -1.417
H: 1.992 2.179 -0.449
H: -1.091 -0.574 1.770
H: 1.271 -1.287 -1.790
H: 1.494 -2.318 -0.371
H: 0.000 -2.406 -1.307
H: -1.727 -1.626 0.507
H: -0.329 -2.132 1.484



[4]
The following is a quantum chemistry calculation of the ion C2H3O2 with charge +1 in a non-equilibrium geometry, from the Open Molecules 2025 dataset.

Properties
Net charge   +1
DFT total energy   -6201.04444 eV
LUMO (alpha / beta)   -0.17678 / -0.44628 hartree
E_HOMO (alpha / beta)   -13.6 / -19.5 eV
2S+1   3

Element x y z (Å)
C: -0.327 -0.525 -0.880
C: 0.264 0.433 0.630
O: 0.812 0.080 -0.616
O: -1.024 -0.279 0.153
H: -0.696 -1.062 -1.695
H: 0.708 -0.245 1.497
H: 0.263 1.597 0.911



[5]
The following is a quantum chemistry calculation of a cluster of 8 separate species, C22H60O8 in total in a non-equilibrium geometry, from the Open Molecules 2025 dataset.

Properties
SMILES   CC(C)O.CC(C)O.CC(C)O.CC(C)O.CCOCC.CCO.CCO.CCO
Net charge   0
DFT total energy   -40161.86480 eV
LUMO   0.01638 hartree
E_HOMO   -9.6 eV

Element x y z (Å)
C: -35.903 5.297 -1.377
C: -36.338 6.390 -2.440
O: -37.659 6.201 -2.874
C: -38.566 6.980 -2.086
C: -39.730 7.169 -3.123
H: -36.041 4.232 -1.561
H: -34.860 5.443 -1.097
H: -36.590 5.381 -0.534
H: -36.068 7.388 -2.097
H: -35.652 6.182 -3.261
H: -38.753 6.503 -1.124
H: -38.238 7.891 -1.585
H: -40.424 7.965 -2.850
H: -40.394 6.318 -3.270
H: -39.410 7.577 -4.082
C: -26.271 6.015 -0.452
C: -27.405 6.897 -0.652
C: -27.997 7.444 0.598
O: -27.043 8.065 -1.322
H: -25.562 6.501 0.218
H: -25.792 5.811 -1.410
H: -26.620 5.156 0.122
H: -28.119 6.316 -1.236
H: -28.786 8.194 0.543
H: -27.221 7.831 1.259
H: -28.528 6.640 1.107
H: -26.208 8.418 -1.009
C: -35.285 11.993 3.030
C: -34.514 13.109 3.810
C: -34.551 12.879 5.335
O: -33.200 13.044 3.372
H: -35.194 12.368 2.011
H: -36.317 12.145 3.346
H: -34.935 10.973 3.190
H: -34.967 14.072 3.578
H: -33.656 13.283 5.809
H: -34.727 11.828 5.565
H: -35.298 13.542 5.769
H: -33.223 13.332 2.457
C: -28.174 -1.525 -5.383
C: -27.800 -0.944 -3.978
C: -27.599 -1.965 -2.909
O: -26.530 -0.367 -4.142
H: -27.967 -1.000 -6.315
H: -29.204 -1.879 -5.425
H: -27.571 -2.421 -5.529
H: -28.469 -0.148 -3.651
H: -27.042 -2.873 -3.141
H: -28.577 -2.321 -2.586
H: -27.105 -1.504 -2.054
H: -25.949 -1.012 -4.551
C: -16.702 9.362 3.322
C: -17.589 10.263 4.094
C: -17.212 11.770 4.170
O: -18.949 10.131 3.735
H: -15.659 9.628 3.493
H: -16.938 9.431 2.260
H: -16.718 8.316 3.628
H: -17.424 9.889 5.104
H: -17.686 12.229 5.037
H: -17.412 12.209 3.192
H: -16.140 11.871 4.339
H: -19.103 9.184 3.737
C: -23.412 12.334 -6.924
C: -22.545 13.448 -6.447
O: -21.386 12.920 -5.922
H: -23.125 11.744 -7.794
H: -24.429 12.671 -7.125
H: -23.564 11.644 -6.094
H: -23.059 14.055 -5.701
H: -22.352 14.155 -7.254
H: -21.511 12.745 -4.986
C: -27.320 13.083 8.231
C: -27.160 12.793 6.726
O: -27.447 13.961 6.020
H: -26.717 13.906 8.613
H: -26.979 12.234 8.824
H: -28.367 13.280 8.458
H: -27.818 12.048 6.279
H: -26.094 12.622 6.581
H: -28.194 13.722 5.467
C: -23.004 15.061 0.705
C: -23.712 13.782 0.286
O: -22.656 12.828 -0.129
H: -22.654 15.583 -0.186
H: -22.088 14.947 1.285
H: -23.709 15.710 1.224
H: -24.430 13.882 -0.528
H: -24.251 13.381 1.145
H: -22.211 12.558 0.677



[6]
The following is a quantum chemistry calculation of a structure of composition C23H31BiN6O4PSSe3Te, from the Open Molecules 2025 dataset.

Properties
Net charge   -1
DFT total energy   -270783.19393 eV
LUMO   0.06935 hartree
E_HOMO   -3.7 eV

Element x y z (Å)
Bi: 1.107 1.507 -0.272
C: -1.610 3.850 -0.005
O: -1.222 3.072 -1.132
C: -2.121 2.184 -1.632
C: -3.484 2.234 -1.358
C: -4.341 1.286 -1.903
C: -3.833 0.279 -2.712
C: -2.471 0.225 -2.970
C: -1.595 1.172 -2.444
N: -0.175 1.148 -2.596
N: 0.226 0.178 -3.268
C: 1.563 -0.035 -3.420
C: 2.603 0.783 -2.882
O: 2.430 1.789 -2.106
C: 3.966 0.453 -3.216
C: 4.275 -0.643 -3.931
C: 3.262 -1.525 -4.441
C: 3.607 -2.686 -5.160
C: 2.641 -3.522 -5.660
C: 1.289 -3.208 -5.447
C: 0.932 -2.086 -4.738
C: 1.910 -1.215 -4.209
H: -2.332 4.619 -0.288
H: -0.700 4.314 0.363
H: -2.026 3.213 0.778
H: -3.879 3.009 -0.715
H: -5.401 1.337 -1.688
H: -4.494 -0.470 -3.132
H: -2.051 -0.564 -3.576
H: 4.726 1.098 -2.797
H: 5.315 -0.897 -4.115
H: 4.660 -2.911 -5.304
H: 2.914 -4.414 -6.211
H: 0.518 -3.861 -5.839
H: -0.109 -1.858 -4.564
Se: 2.286 -2.999 -0.534
Se: 3.745 -3.081 1.204
Te: 5.262 -1.060 1.007
Se: 3.378 1.540 1.031
S: 2.074 3.512 0.764
C: -1.211 0.483 5.645
N: -1.206 1.152 4.354
C: -1.168 2.608 4.448
P: -0.778 0.420 2.918
O: -0.307 1.439 1.945
N: -2.099 -0.380 2.324
C: -2.921 -1.223 3.173
C: -2.184 -0.705 0.897
N: 0.296 -0.758 3.433
C: 0.523 -1.858 2.490
C: 1.549 -0.210 4.006
H: -2.183 0.596 6.140
H: -0.452 0.917 6.307
H: -0.991 -0.575 5.532
H: -2.064 2.977 4.959
H: -1.114 3.047 3.455
H: -0.287 2.939 5.011
H: -2.918 -0.860 4.199
H: -2.590 -2.270 3.169
H: -3.952 -1.197 2.812
H: -1.498 -0.086 0.328
H: -3.201 -0.513 0.542
H: -1.932 -1.752 0.701
H: -0.381 -2.461 2.410
H: 1.321 -2.489 2.886
H: 1.784 -1.014 1.133
H: 1.320 0.652 4.633
H: 2.260 0.119 3.244
H: 2.019 -0.973 4.627
O: 0.698 -2.440 0.252
N: 0.820 -1.353 1.146